# 1
The following is a DFT calculation (ωB97M-V/def2-TZVPD) of one molecule with the formula C17H28O4S2 at a distorted geometry.

```
51
Properties=species:S:1:pos:R:3:forces:R:3:lowdin_charge:R:1
C 5.044 -1.140 4.904 -0.21 -0.15 -0.07 -0.11
C 3.738 -1.619 4.284 0.19 0.30 0.04 -0.27
C 2.959 -0.466 3.655 0.19 -0.27 0.06 -0.25
C 1.695 -0.954 2.976 0.22 -0.19 -0.63 -0.23
S 2.139 -1.974 1.526 -0.53 -0.06 -0.21 0.65
O 2.255 -3.354 1.917 -0.28 -0.07 0.18 -0.32
O 3.264 -1.378 0.852 0.03 0.37 -0.02 -0.31
C 0.698 -1.787 0.477 0.63 -0.03 0.54 -0.13
C 0.809 -1.168 -0.681 0.08 0.07 -0.07 -0.08
C -0.329 -0.841 -1.582 -0.13 -0.44 0.30 -0.26
C -0.492 0.679 -1.761 -0.76 0.54 0.52 -0.27
S -2.010 1.168 -0.863 0.48 0.31 -0.28 0.69
O -3.130 0.419 -1.369 -0.23 0.00 -0.35 -0.31
O -1.708 1.025 0.538 0.21 0.18 0.30 -0.30
C -2.253 2.946 -1.238 0.24 -0.70 0.22 -0.22
C -3.028 3.600 -0.110 -0.25 -0.21 0.06 -0.25
C -4.468 3.096 -0.047 0.07 0.20 0.26 -0.27
C -5.223 3.709 1.127 0.06 -0.13 -0.23 -0.11
C -0.549 0.867 -3.286 -0.17 0.18 -0.26 -0.25
C 0.864 0.585 -3.743 -0.01 0.11 -0.10 -0.03
C 1.076 -0.716 -3.597 0.02 -0.11 -0.17 -0.04
C -0.191 -1.325 -3.054 -0.14 -0.10 0.02 -0.21
C -1.246 -0.429 -3.716 -0.17 -0.12 -0.15 -0.09
H 5.580 -1.972 5.353 0.12 -0.03 0.07 0.07
H 5.681 -0.691 4.146 0.12 0.07 -0.05 0.07
H 4.853 -0.398 5.677 0.04 0.09 0.09 0.07
H 3.123 -2.098 5.050 -0.05 -0.09 -0.05 0.12
H 3.947 -2.362 3.513 0.01 -0.10 0.11 0.09
H 3.583 0.016 2.899 0.02 0.13 0.09 0.11
H 2.708 0.275 4.419 -0.06 0.01 -0.08 0.12
H 1.095 -0.137 2.582 -0.10 0.06 -0.01 0.10
H 1.094 -1.589 3.622 -0.14 -0.07 0.01 0.11
H -0.218 -2.171 0.889 -0.28 -0.08 0.11 0.11
H 1.793 -0.832 -0.984 0.15 0.10 -0.03 0.12
H -1.254 -1.245 -1.162 0.06 -0.11 -0.06 0.14
H 0.298 1.255 -1.282 0.06 0.06 0.01 0.14
H -2.788 2.987 -2.182 0.03 0.00 -0.16 0.10
H -1.255 3.366 -1.339 0.13 0.05 -0.09 0.10
H -3.019 4.686 -0.239 0.09 -0.04 -0.03 0.12
H -2.524 3.362 0.829 0.00 0.15 0.04 0.11
H -4.456 2.010 0.049 -0.13 0.00 -0.06 0.09
H -4.980 3.344 -0.980 0.00 -0.09 -0.07 0.12
H -6.246 3.344 1.152 -0.12 0.01 0.07 0.07
H -4.741 3.445 2.065 0.02 0.00 0.14 0.07
H -5.246 4.794 1.045 -0.03 0.12 0.05 0.07
H -0.986 1.808 -3.612 0.01 0.04 -0.05 0.14
H 1.557 1.345 -4.054 0.24 0.12 -0.02 0.11
H 1.981 -1.267 -3.771 0.28 -0.02 -0.02 0.11
H -0.298 -2.400 -3.168 -0.02 -0.03 0.02 0.15
H -2.241 -0.537 -3.291 -0.02 -0.06 0.00 0.11
H -1.279 -0.546 -4.797 0.05 0.02 -0.02 0.13
```
Positions in Å, forces in eV/Å.

ΔE to the lowest compared entry with this formula, charge and spin: 16.63 kcal/mol
orbital gap: 10.2 eV
spin multiplicity: 1
HOMO energy: -0.3572 Eh
DFT total energy: -47942.06099 eV
SMILES: CCCCS(=O)(=O)/C=C/[C@H]1[C@H](S(=O)(=O)CCCC)[C@H]2C=C[C@@H]1C2

***

# 2
The following is a DFT calculation (ωB97M-V/def2-TZVPD) of one molecule with the formula C17H28O6.

```
51
Properties=species:S:1:pos:R:3:forces:R:3:lowdin_charge:R:1
C 6.816 1.815 0.319 0.04 -0.23 0.11 -0.12
C 6.854 0.291 0.348 -0.01 0.05 -0.25 -0.27
C 5.886 -0.354 -0.645 -0.04 0.06 0.38 -0.23
C 4.417 -0.132 -0.291 0.15 -0.26 -0.35 -0.23
C 3.491 -0.881 -1.247 -0.16 0.33 0.12 -0.22
C 2.010 -0.586 -1.010 0.20 -0.25 0.13 -0.22
C 1.498 -1.123 0.326 -0.24 0.04 -0.27 -0.21
C -0.022 -1.033 0.462 0.25 0.21 0.14 -0.20
C -0.528 0.407 0.522 -0.17 -0.20 0.12 -0.19
C -2.002 0.510 0.912 0.08 -0.01 -0.24 -0.13
C -2.935 -0.119 -0.131 -0.21 -0.08 0.02 -0.14
C -3.065 -1.619 0.066 -0.03 0.11 0.19 -0.51
O -3.291 -2.155 1.118 0.00 -0.14 0.18 0.12
O -2.926 -2.284 -1.075 0.08 -0.24 -0.75 0.14
C -4.353 0.487 -0.046 0.30 0.22 0.25 -0.31
C -4.298 1.961 -0.500 -0.26 -0.05 0.45 -0.46
O -4.676 2.889 0.161 -0.05 0.15 0.08 0.14
O -3.801 2.080 -1.722 0.34 -0.07 -0.78 0.15
C -5.039 0.360 1.324 0.02 0.10 0.08 -0.07
C -6.493 0.086 0.959 0.18 0.06 -0.06 -0.03
C -6.417 -0.445 -0.459 -0.85 -0.13 0.47 -0.45
O -7.271 -0.998 -1.083 0.12 0.01 -0.09 0.14
O -5.198 -0.194 -0.976 0.44 -0.08 -0.46 0.10
H 7.005 2.181 -0.688 0.01 0.10 -0.11 0.07
H 5.849 2.188 0.646 -0.09 0.12 0.02 0.06
H 7.577 2.224 0.980 0.03 0.12 0.04 0.07
H 7.868 -0.039 0.109 0.02 -0.04 0.09 0.10
H 6.623 -0.059 1.356 0.06 -0.07 0.04 0.10
H 6.079 -1.430 -0.671 -0.01 -0.04 -0.09 0.11
H 6.082 0.040 -1.645 0.02 -0.04 -0.09 0.11
H 4.245 -0.471 0.732 -0.02 0.06 0.11 0.11
H 4.184 0.934 -0.337 -0.06 0.08 0.08 0.11
H 3.666 -1.955 -1.153 0.03 -0.07 -0.06 0.11
H 3.744 -0.596 -2.272 0.06 -0.06 -0.04 0.11
H 1.853 0.493 -1.059 -0.06 0.07 -0.09 0.11
H 1.430 -1.044 -1.815 -0.10 0.05 -0.04 0.11
H 1.961 -0.574 1.147 0.05 -0.04 0.10 0.11
H 1.794 -2.170 0.417 0.09 -0.03 0.06 0.12
H -0.325 -1.550 1.375 -0.09 -0.06 0.00 0.12
H -0.482 -1.549 -0.383 -0.03 -0.11 -0.03 0.11
H 0.059 0.954 1.264 0.07 0.07 -0.02 0.12
H -0.379 0.892 -0.444 0.05 0.11 -0.02 0.11
H -2.262 1.564 1.030 -0.04 0.04 0.06 0.13
H -2.163 0.015 1.871 -0.07 0.07 0.04 0.13
H -2.566 0.053 -1.146 0.00 0.01 0.11 0.16
H -3.072 -3.236 -0.948 -0.01 0.19 0.27 0.14
H -3.825 3.004 -2.021 -0.09 -0.11 0.30 0.15
H -4.914 1.276 1.897 0.03 -0.07 -0.02 0.13
H -4.613 -0.477 1.875 0.00 0.08 -0.07 0.12
H -6.985 -0.634 1.609 -0.03 0.01 -0.09 0.13
H -7.090 0.999 0.942 -0.02 -0.04 -0.03 0.14
```
Positions in Å, forces in eV/Å.

ΔE to the lowest compared entry with this formula, charge and spin: 2.16 kcal/mol
orbital gap: 10.9 eV
spin multiplicity: 1
HOMO energy: -0.3819 Eh
DFT total energy: -30370.34011 eV
SMILES: CCCCCCCCCC[C@@H](C(=O)O)[C@]1(C(=O)O)CCC(=O)O1

***

# 3
The following is a DFT calculation (ωB97M-V/def2-TZVPD) of C17H29As2NO5RuS5 as an isolated structure at a distorted geometry.

```
60
Properties=species:S:1:pos:R:3:forces:R:3:lowdin_spin:R:1
Ru 0.148 0.165 -0.609 0.26 1.60 -2.30 -0.03
C 3.149 -1.831 -1.120 0.04 -0.06 -0.18 0.00
O 2.400 -1.174 -0.104 -0.06 0.22 -0.09 0.00
C 2.634 -1.727 1.165 -0.14 0.05 0.05 0.00
C 2.003 -0.782 2.152 0.09 -0.04 0.14 0.00
O 0.615 -0.609 1.945 -0.40 -0.16 -0.32 0.00
C -0.194 -1.715 2.327 0.09 -0.02 0.09 0.00
H 4.222 -1.706 -0.931 -0.04 0.03 0.05 0.00
H 2.875 -1.384 -2.068 -0.03 -0.01 -0.01 0.00
H 2.909 -2.898 -1.156 -0.05 0.04 -0.01 0.00
H 3.712 -1.796 1.365 -0.02 0.00 0.02 0.00
H 2.212 -2.738 1.241 0.02 0.00 -0.08 0.00
H 2.449 0.201 1.993 -0.04 0.01 0.10 0.00
H 2.191 -1.109 3.182 -0.01 0.01 -0.01 0.00
H 0.096 -2.071 3.322 -0.03 -0.01 0.00 0.00
H -0.132 -2.538 1.611 0.04 0.00 0.02 0.00
H -1.220 -1.352 2.356 0.01 -0.02 0.00 0.00
S 0.783 4.211 -4.966 0.00 -0.67 -0.01 0.21
As -0.605 2.615 -4.853 -0.22 1.21 -0.27 0.25
S -1.872 1.010 -1.885 0.56 -0.64 1.22 0.10
S -0.156 1.762 -2.596 0.47 -0.36 1.04 0.19
S -2.583 3.344 -4.812 0.34 -0.60 0.05 0.25
C -2.403 1.753 1.846 0.12 0.01 0.02 0.00
C -1.003 2.143 2.328 -0.03 -0.17 -0.11 0.01
As 0.194 2.328 0.762 -0.78 -0.34 0.13 0.01
C 1.793 3.144 1.591 0.05 -0.24 -0.24 0.00
C 1.524 4.223 2.632 -0.15 -0.10 -0.10 0.00
C -0.679 3.929 0.015 0.14 0.02 -0.28 0.00
C 0.212 4.834 -0.833 0.10 -0.13 0.12 0.00
H -3.033 1.406 2.668 0.02 0.03 0.04 0.00
H -2.341 0.962 1.094 -0.07 -0.01 0.02 0.00
H -2.900 2.602 1.376 -0.04 -0.04 -0.06 0.00
H -0.594 1.370 2.979 0.07 0.02 -0.04 0.00
H -1.041 3.077 2.891 0.09 0.03 -0.05 0.00
H 2.371 3.547 0.757 0.02 -0.04 0.00 0.00
H 2.387 2.337 2.025 0.01 0.02 -0.04 0.00
H 0.811 4.960 2.260 0.03 0.04 0.04 0.00
H 2.447 4.745 2.888 0.00 0.02 0.02 0.00
H 1.117 3.789 3.546 -0.02 0.05 0.01 0.00
H -1.103 4.488 0.854 0.02 -0.09 0.06 0.00
H -1.507 3.562 -0.594 0.02 -0.09 0.06 0.00
H 1.042 5.243 -0.250 -0.02 0.05 -0.02 0.00
H -0.373 5.668 -1.222 0.02 0.02 -0.01 0.00
H 0.621 4.297 -1.688 -0.01 0.05 -0.01 0.00
O 0.881 -5.825 -2.094 -0.02 0.08 -0.03 0.00
S 0.111 -4.935 -2.935 0.03 -0.12 0.23 0.00
O -0.235 -5.430 -4.238 -0.15 0.13 -0.02 0.00
N 0.792 -3.467 -3.001 -0.05 -0.15 -0.09 0.00
C 0.138 -2.575 -2.282 0.15 0.08 -0.03 0.00
O 0.500 -1.367 -2.222 -0.78 -0.10 1.18 0.00
C -1.085 -3.144 -1.576 0.00 0.21 -0.01 0.00
C -1.929 -2.550 -0.653 -0.11 0.06 -0.03 0.00
C -3.047 -3.254 -0.221 0.00 -0.04 0.06 0.00
C -3.302 -4.539 -0.681 -0.04 -0.08 0.00 0.00
C -2.420 -5.164 -1.554 0.09 -0.12 -0.15 0.00
C -1.325 -4.446 -1.981 0.39 0.23 -0.01 0.00
H -1.747 -1.551 -0.273 0.01 0.11 -0.21 0.00
H -3.738 -2.795 0.476 0.03 0.03 0.00 0.00
H -4.189 -5.064 -0.350 0.01 0.00 0.02 0.00
H -2.580 -6.177 -1.900 -0.04 0.00 0.04 0.00
```
Positions in Å, forces in eV/Å.

ΔE to the lowest compared entry with this formula, charge and spin: 68.17 kcal/mol
expectation value of S²: 1.0032
net charge: -1
orbital gap (spin up / spin down): 6.2 / 5.5 eV
spin multiplicity: 2
HOMO energy (spin up / spin down): -0.1671 / -0.1680 Eh
DFT total energy: -208262.50103 eV

***

# 4
The following is a DFT calculation (ωB97M-V/def2-TZVPD) of C17H29AsN5OSSi2W as an isolated structure at a distorted geometry.

```
57
Properties=species:S:1:pos:R:3:forces:R:3:lowdin_spin:R:1
W 0.367 1.561 0.018 1.73 0.43 -1.38 1.61
N 4.421 1.944 1.674 1.51 1.74 -2.14 -0.01
C 3.131 1.844 1.406 -1.70 0.22 0.37 0.01
S 2.369 2.848 0.160 0.35 -0.36 0.00 0.03
N 2.419 1.116 2.218 0.64 -0.43 -0.59 0.00
N 1.118 0.951 1.816 -0.06 0.47 0.17 0.00
C 0.354 0.566 2.769 -0.22 -1.64 1.13 0.10
C -1.038 0.203 2.669 -0.17 -0.13 0.22 0.01
C -1.617 -0.678 3.602 0.65 -0.26 0.39 0.01
C -2.966 -0.883 3.564 -1.04 -0.34 -0.03 0.00
C -3.776 -0.310 2.579 0.00 0.90 -1.07 0.02
C -3.258 0.561 1.596 0.48 -2.43 0.88 -0.01
C -1.869 0.737 1.688 -0.98 1.14 -0.17 0.03
O -1.374 1.620 0.802 0.22 0.62 -0.48 0.07
H 5.058 2.371 0.971 -0.86 -0.56 1.09 0.00
H 4.777 1.268 2.285 0.76 -0.90 0.97 0.00
H 0.899 0.309 3.684 -0.40 0.28 -0.04 0.00
H -1.005 -1.265 4.315 -0.30 0.76 -0.40 0.00
H -3.471 -1.543 4.261 0.32 -0.03 0.04 0.00
H -4.826 -0.574 2.541 -0.01 0.01 0.09 0.00
H -3.772 0.779 0.645 0.10 0.42 0.94 0.00
N -1.101 4.161 -0.534 -2.09 -0.15 2.92 0.00
C -1.394 5.308 -1.135 0.07 0.12 -1.23 0.01
C -0.600 5.325 -2.279 -0.31 -1.58 1.21 0.00
C 0.093 4.100 -2.224 -0.23 1.59 -0.87 0.02
N -0.236 3.419 -1.144 1.28 -1.60 -1.27 0.03
H -1.484 3.701 0.293 -0.45 0.78 -0.15 0.00
H -2.236 5.906 -0.840 0.21 0.23 0.31 0.00
H -0.620 5.958 -3.114 0.05 0.95 -0.60 0.00
H 0.747 3.807 -2.996 0.80 -0.86 -0.30 0.00
C -1.965 -2.271 -1.009 0.53 -1.41 1.63 0.00
Si -1.082 -1.210 -2.195 0.23 1.04 -0.15 0.01
C -0.582 -1.918 -3.803 -1.13 0.05 -1.09 0.00
C -2.137 0.330 -2.341 -0.22 0.52 1.50 0.01
As 0.951 -0.498 -1.187 0.07 0.29 0.21 -0.01
Si 2.076 -2.428 -0.193 -0.62 0.90 -0.10 0.02
C 1.474 -2.586 1.542 -1.33 -0.69 -0.49 0.00
C 1.723 -3.850 -1.282 -2.19 0.46 0.22 0.00
C 3.891 -2.250 -0.180 0.24 0.68 -0.54 0.00
H -1.348 -2.334 -0.069 -0.48 -0.13 -0.80 0.00
H -2.158 -3.311 -1.334 -0.04 0.53 0.11 0.00
H -2.877 -1.797 -0.672 -0.42 -0.01 -0.16 0.00
H -1.447 -2.454 -4.267 0.70 0.20 0.29 0.00
H 0.276 -2.558 -3.747 0.36 -0.47 -0.05 0.00
H -0.345 -1.082 -4.476 0.06 -0.19 0.13 0.00
H -3.160 0.185 -2.745 0.76 0.11 -0.25 0.00
H -1.580 1.196 -2.754 -0.64 -0.41 -0.02 0.00
H -2.335 0.547 -1.237 0.26 0.04 -1.26 0.00
H 0.448 -3.001 1.490 0.22 0.40 0.06 0.00
H 1.427 -1.619 2.017 0.25 0.00 0.44 0.00
H 2.015 -3.354 2.075 0.52 0.09 0.46 0.00
H 0.703 -4.258 -1.160 0.58 -0.23 0.37 0.00
H 2.507 -4.522 -1.047 0.55 -1.14 -0.26 0.00
H 1.688 -3.514 -2.295 0.71 0.03 -0.89 0.00
H 4.112 -1.370 0.390 0.37 0.59 0.57 0.00
H 4.336 -2.073 -1.171 -0.03 -0.51 0.33 0.00
H 4.278 -3.110 0.363 0.33 -0.12 -0.24 0.00
```
Positions in Å, forces in eV/Å.

ΔE to the lowest compared entry with this formula, charge and spin: 0.00 kcal/mol
expectation value of S²: 2.0391
net charge: +1
orbital gap (spin up / spin down): 6.7 / 7.2 eV
spin multiplicity: 3
HOMO energy (spin up / spin down): -0.3652 / -0.3971 Eh
DFT total energy: -116847.90846 eV

***

# 5
The following is a DFT calculation (ωB97M-V/def2-TZVPD) of a 4-piece molecular cluster, C17H29B3ClNO6 overall at a distorted geometry.

```
57
Properties=species:S:1:pos:R:3:forces:R:3:lowdin_charge:R:1
C 3.038 0.036 -2.979 -1.03 1.00 0.87 -0.11
C 1.835 1.103 -2.552 -1.89 2.07 1.42 -0.15
C 1.966 1.740 -1.014 -3.68 1.44 -2.90 -0.02
C 0.826 2.823 -0.527 -0.23 -1.81 -3.34 -0.08
C -0.420 3.248 -1.510 2.97 -2.78 -1.10 -0.04
C -0.552 2.591 -3.036 2.76 -0.38 2.43 -0.14
C -1.874 3.049 -3.928 0.42 -0.99 1.39 -0.06
B -3.018 1.855 -3.643 -0.58 -1.07 -0.61 -0.38
O -2.674 0.455 -3.308 -2.82 2.65 2.25 0.16
B -3.488 0.001 -2.134 0.98 -1.51 0.12 -0.46
N -2.905 -1.111 -1.263 -2.41 0.71 -1.94 0.15
O -4.792 0.575 -1.741 2.42 3.30 -1.44 0.14
B -4.889 1.965 -2.243 0.19 -1.31 -1.92 -0.74
Cl -5.419 3.456 -1.268 0.49 -2.07 -1.02 0.63
O -4.479 2.193 -3.674 2.12 -0.68 4.25 0.10
C 0.587 1.521 -3.545 0.30 1.65 3.97 0.01
H 2.749 -1.035 -2.597 0.55 2.20 -1.00 0.06
H 3.987 0.377 -2.356 -1.89 -0.76 -1.60 0.09
H 3.207 0.078 -4.137 -0.21 -0.13 2.33 0.08
H 2.845 1.408 -0.309 -2.04 0.79 -1.68 0.07
H 0.875 3.290 0.569 -0.09 -1.10 -2.69 0.08
H -1.204 4.022 -1.090 1.69 -1.74 -1.14 0.08
H -1.654 3.171 -5.071 -0.30 -0.06 2.25 0.12
H -2.311 4.030 -3.428 1.00 -1.89 -1.36 0.12
H -2.591 -1.929 -1.847 -0.12 1.29 1.06 0.10
H -3.598 -1.442 -0.539 1.17 0.36 -1.10 0.07
H 0.511 1.041 -4.610 0.16 1.05 2.30 0.10
C 4.846 -4.132 -0.176 0.26 0.12 -0.44 -0.03
C 3.619 -3.296 -0.425 -0.23 0.89 -1.27 -0.47
C 2.551 -3.298 0.635 -0.33 0.31 -0.26 -0.02
O 3.494 -2.637 -1.456 0.24 -1.07 1.38 0.03
H 5.531 -4.034 -1.026 -0.17 -0.01 0.18 0.08
H 5.356 -3.784 0.726 -0.10 -0.19 0.05 0.09
H 4.565 -5.183 -0.073 0.05 0.08 0.21 0.09
H 2.959 -2.913 1.573 -0.02 -0.19 0.01 0.08
H 2.168 -4.312 0.775 0.13 0.03 0.17 0.09
H 1.725 -2.652 0.320 0.21 -0.12 0.06 0.09
C -4.524 -2.015 3.683 -0.19 -0.44 -0.19 -0.03
C -3.433 -1.819 2.665 0.23 -1.03 -1.17 -0.49
C -2.561 -0.600 2.809 0.32 -0.10 -0.43 -0.03
O -3.260 -2.623 1.751 -0.27 1.01 1.12 0.04
H -5.072 -2.935 3.455 0.14 0.21 0.03 0.09
H -4.088 -2.107 4.681 -0.10 0.21 -0.01 0.09
H -5.221 -1.175 3.648 0.12 0.03 0.19 0.09
H -2.038 -0.629 3.768 -0.17 0.16 0.05 0.08
H -3.171 0.304 2.734 0.06 -0.01 0.21 0.09
H -1.818 -0.589 2.004 -0.21 -0.02 0.13 0.08
C 3.190 1.945 3.487 0.40 0.03 -0.32 -0.02
C 2.414 0.960 2.655 0.61 -0.60 -1.31 -0.48
C 1.044 0.568 3.141 -0.09 -0.36 -0.41 -0.03
O 2.881 0.493 1.617 -0.52 0.45 1.51 0.02
H 4.159 2.134 3.015 -0.23 -0.06 0.09 0.09
H 2.642 2.888 3.553 -0.02 -0.09 0.21 0.09
H 3.361 1.534 4.485 -0.16 0.17 0.03 0.09
H 0.401 1.450 3.191 0.04 -0.05 0.20 0.09
H 1.120 0.095 4.124 -0.08 0.21 0.06 0.09
H 0.602 -0.149 2.441 0.13 0.19 0.12 0.08
```
Positions in Å, forces in eV/Å.

orbital gap: 8.0 eV
spin multiplicity: 1
HOMO energy: -0.2821 Eh
DFT total energy: -46425.37613 eV
SMILES: Cc1cccc(CB2OB(N)OB(Cl)O2)c1.CC(C)=O.CC(C)=O.CC(C)=O